Computed, not measured: a structure of composition C14H36AlCl4N3O24, with the ωB97M-V functional and the def2-TZVPD basis.

Computed properties:
- LUMO level (eV) = -1.3
- charge = -2
- HOMO (hartree) = -0.1754
- electronic energy (hartree) = -4606.90591

XYZ file:
```
82
Properties=species:S:1:pos:R:3:forces:R:3
Al 0.748994 0.088041 -0.829865 0.212 -0.350 -0.231
Cl 3.940204 3.283141 -1.497485 0.533 -0.872 -0.246
O 5.110994 3.149131 -0.671615 -0.134 0.204 0.574
O 4.121994 2.499141 -2.666755 0.540 -0.131 -1.669
O 2.778924 2.709471 -0.871095 -1.370 -0.005 1.466
O 3.703874 4.661381 -1.790355 -0.127 0.535 -0.136
Cl -1.317716 2.643891 1.663405 0.742 0.117 0.605
O -0.956076 3.065221 3.010115 0.691 -0.573 -0.872
O -1.551466 1.226661 1.610445 -0.224 -0.944 0.348
O -2.488496 3.350071 1.319135 -1.600 0.794 -0.853
O -0.284326 2.901591 0.667725 0.503 0.204 0.324
Cl -2.330526 -3.118309 0.500205 0.025 -4.402 2.194
O -1.286726 -2.141919 0.616195 0.589 0.505 -0.123
O -3.467486 -2.529249 -0.128185 -0.784 1.001 -1.991
O -1.853776 -4.357369 -0.162405 -0.378 2.318 -0.417
O -2.817396 -3.589019 1.789005 0.736 0.958 0.084
Cl 3.406944 -3.658209 0.367265 0.872 0.268 -1.185
O 2.403244 -2.666839 0.101825 -1.174 0.837 0.286
O 4.252604 -3.706379 -0.804925 0.276 -0.315 0.177
O 4.192144 -3.260849 1.512465 -0.036 0.021 0.380
O 2.797694 -4.929589 0.586485 -0.217 -0.480 0.327
N 2.359394 -0.485729 -4.033075 -0.760 3.047 -0.504
O 2.753254 -0.827729 -2.932675 1.078 -1.998 4.010
O 3.008994 -0.693879 -5.020245 0.699 -1.169 -1.386
O 1.388554 0.254971 -3.998675 -2.087 0.667 -1.006
C -4.890426 0.672101 0.836435 -0.632 -0.493 -0.526
C -6.154026 -0.190939 0.650455 -0.236 0.479 0.315
O -7.359976 0.628351 0.700275 0.660 -0.082 0.045
H -4.913706 1.153131 1.814275 -0.007 0.151 -0.012
H -4.853786 1.419741 0.044095 -0.052 0.211 0.194
H -3.957006 0.111061 0.791095 -0.163 -0.260 0.080
H -6.224696 -0.918949 1.458595 0.133 -0.224 -0.085
H -6.246496 -0.705469 -0.306005 0.475 -0.046 0.050
H -7.126476 1.336991 1.304345 -0.239 0.208 0.087
C 4.735214 -0.245709 -0.117595 0.518 -0.122 -1.226
O 3.514184 0.216741 0.429745 -0.310 0.056 1.625
C 3.665274 0.588331 1.803785 -1.019 1.142 0.075
C 2.317544 1.215111 2.397125 2.822 -1.527 -2.000
N 1.270004 0.231901 2.239715 -0.897 0.737 0.790
C 1.310094 -0.930709 3.136145 0.080 -0.651 -0.343
C 1.122484 -0.590949 4.624455 -0.212 -0.197 -0.438
O -0.019646 0.245381 4.826245 1.446 0.909 1.552
C 0.020124 0.871991 6.156245 -0.841 -1.004 -0.485
H 5.511254 0.519481 -0.099115 -0.097 0.337 0.271
H 4.560514 -0.451479 -1.173645 -0.197 -0.023 0.088
H 5.132944 -1.163959 0.314535 -0.424 -0.068 0.443
H 4.382024 1.400051 1.928135 0.339 0.145 -0.457
H 4.032004 -0.213309 2.444865 -0.179 -0.560 -0.272
H 2.150924 2.115481 1.805795 -0.558 -0.050 0.201
H 2.560174 1.448501 3.433825 -0.313 0.056 0.215
H 0.457604 0.703461 2.610835 -1.179 0.294 -0.932
H 2.248574 -1.475809 3.035095 0.005 -0.041 -0.147
H 0.507674 -1.596609 2.818635 -0.027 0.017 -0.063
H 2.066484 -0.209119 5.013275 -0.063 0.766 0.166
H 1.004214 -1.544949 5.138255 -0.251 -0.244 0.084
H -0.078666 0.103551 6.922955 -0.142 -0.394 0.010
H -0.849136 1.520461 6.265685 0.097 0.002 -0.419
H 0.908284 1.418001 6.474315 0.396 0.172 -0.924
C 0.084034 3.120951 -3.092905 0.986 0.822 -0.694
O -0.613666 2.049961 -2.518565 -0.546 -1.164 0.929
C -2.050276 2.142481 -2.645815 0.673 -1.068 0.326
C -2.802746 1.048361 -1.831865 1.531 -0.874 1.089
N -2.144216 -0.305169 -1.853025 0.485 1.462 -2.506
C -2.148076 -0.851969 -3.244785 1.577 -0.171 0.713
C -1.447156 -2.198799 -3.266325 -0.231 0.148 0.951
O -0.144486 -2.159919 -2.654245 -0.432 -0.036 -0.736
C 0.590864 -3.343269 -2.990085 0.657 -0.123 0.058
H 1.100594 2.896521 -3.415945 -0.005 -1.056 0.295
H 0.278134 3.942871 -2.403795 -0.774 0.217 0.140
H -0.386806 3.403161 -4.034585 -0.410 0.432 0.123
H -2.263816 1.981291 -3.702465 -0.145 0.311 -0.188
H -2.407856 3.111811 -2.298485 0.024 0.085 -0.072
H -3.823996 0.943651 -2.198165 -0.123 0.208 -0.145
H -2.821836 1.286771 -0.768425 -0.091 0.422 -0.159
H -2.564456 -1.002149 -1.254925 -0.235 -0.049 0.838
H -1.630116 -0.194739 -3.943265 0.139 0.373 0.340
H -3.130896 -1.031729 -3.680505 -0.500 0.153 0.410
H -1.488006 -2.525109 -4.305535 0.746 -0.202 -0.172
H -2.085046 -2.880619 -2.703895 0.117 -0.399 0.215
H 1.601884 -3.354119 -2.582875 -0.191 0.627 0.517
H 0.764804 -3.384669 -4.065315 -0.429 -0.108 -0.275
H 0.115754 -4.245109 -2.604015 -0.362 0.058 -0.109
```
Forces are in eV/Å.